w.
The following is a quantum chemistry calculation of a gas-phase ion, C4H10O2P (charge -1), from the Open Molecules 2025 dataset.

Output
Net charge: -1
E_LUMO (eV): 4.01
Spin multiplicity: 1

Last columns: bonded neighbours and bond lengths (Å).
Positions of all 17 atoms, in Å:
1 C 2.09347 0.13768 -1.40104  P7 1.712, H8 1.067, H9 1.110
2 C -0.75440 -2.07187 0.89526  C4 1.512, H10 1.090, H11 1.068, H12 1.131
3 C -0.32262 2.05626 0.24787  O5 1.412, O6 1.372, H13 1.120, H15 1.130
4 C -0.18241 -1.45828 -0.36215  C2 1.512, P7 1.900, H16 1.103, H17 1.059
5 O -0.37685 3.20260 1.07035  C3 1.412, H14 1.032
6 O 0.38010 1.03454 0.83607  C3 1.372, P7 1.872
7 P 1.32395 -0.37313 0.04036  C1 1.712, C4 1.900, O6 1.872
8 H 3.15289 0.23846 -1.32747  C1 1.067
9 H 1.50661 0.59164 -2.22611  C1 1.110
10 H -1.64013 -1.58377 1.30071  C2 1.090
11 H -1.04313 -3.03631 0.53854  C2 1.068
12 H 0.03956 -2.01957 1.69953  C2 1.131
13 H 0.14758 2.32150 -0.73290  C3 1.120
14 H -0.02768 2.82700 1.96642  O5 1.032
15 H -1.42100 1.84265 0.08873  C3 1.130
16 H -1.08248 -1.13608 -0.91328  C4 1.103
17 H 0.17124 -2.30801 -0.88512  C4 1.059

x.
The following is a quantum chemistry calculation of 2 unconnected molecules or ions with the total composition C4H10O2P, from the Open Molecules 2025 dataset.

Output
Net charge: -1
E_LUMO (spin up / spin down) (eV): 3.48 / 3.49
Spin multiplicity: 1

Last columns: bonded neighbours and bond lengths (Å).
Positions of all 17 atoms, in Å:
1 C -3.11806 1.80887 0.41968  H8 1.136, H9 1.193
2 C 1.24549 0.99399 -0.86985  C4 1.582, H10 1.134, H11 1.172, H12 1.058
3 C 1.59836 -1.29520 0.33069  C4 1.625, H13 1.076, H14 1.149, H15 1.097
4 C 0.66548 0.03260 0.24501  C2 1.582, C3 1.625, P7 2.048, H16 1.122
5 O -0.86224 -1.54351 -1.45061  P7 1.485
6 O -1.50805 -1.68375 1.05933  P7 1.731, H17 0.954
7 P -1.18263 -0.66209 -0.29939  C4 2.048, O5 1.485, O6 1.731
8 H -2.25426 2.54079 0.32105  C1 1.136
9 H -3.62670 1.84578 -0.65839  C1 1.193
10 H 2.37609 1.03126 -0.79378  C2 1.134
11 H 0.95194 0.37613 -1.82112  C2 1.172
12 H 0.87526 1.97918 -0.98095  C2 1.058
13 H 1.02701 -2.14151 0.66836  C3 1.076
14 H 2.27349 -0.99378 1.21017  C3 1.149
15 H 2.28324 -1.64690 -0.45032  C3 1.097
16 H 0.68337 0.40850 1.30175  C4 1.122
17 H -1.42779 -1.05034 1.76837  O6 0.954

Which of them is the most stable, and which is the least stable? w and x, in that order.

w.
The following is a quantum chemistry calculation of a gas-phase ion, C6H12N (charge +1), from the Open Molecules 2025 dataset.

Output
Net charge: +1
E_LUMO (spin up / spin down) (eV): -6.51 / -5.62
Spin multiplicity: 1

Last columns: bonded neighbours and bond lengths (Å).
Positions of all 19 atoms, in Å:
1 C -1.19875 1.29176 -1.48369  N7 1.256, H8 1.079
2 C 1.17399 0.09530 -0.91863  C3 1.480, C4 1.445, H9 1.095
3 C -0.05084 -0.26382 -0.17000  C2 1.480, C5 1.536, N7 1.445, H10 1.074
4 C 2.12046 -0.96362 -1.18747  C2 1.445, H11 1.137, H12 1.135, H13 1.207
5 C 0.37794 -0.28261 1.30447  C3 1.536, H14 1.067, H15 1.045, H16 1.072
6 C -2.23183 0.95503 0.58346  N7 1.501, H17 1.040, H18 1.128, H19 1.114
7 N -1.12753 0.67296 -0.39324  C1 1.256, C3 1.445, C6 1.501
8 H -2.04921 1.94125 -1.62566  C1 1.079
9 H 1.25464 1.15288 -1.19012  C2 1.095
10 H -0.37275 -1.24888 -0.45055  C3 1.074
11 H 1.76071 -2.03578 -1.30854  C4 1.137
12 H 2.89155 -1.02023 -0.35600  C4 1.135
13 H 2.63788 -0.56285 -2.20145  C4 1.207
14 H 1.15882 -0.95766 1.57371  C5 1.067
15 H -0.41357 -0.44153 1.96858  C5 1.045
16 H 0.90487 0.55780 1.71000  C5 1.072
17 H -2.10679 1.49620 1.46316  C6 1.040
18 H -2.89630 0.08819 0.86586  C6 1.128
19 H -2.99504 1.50927 -0.00909  C6 1.114

x.
The following is a quantum chemistry calculation of a gas-phase ion, C6H12N (charge +1), from the Open Molecules 2025 dataset.

Output
Net charge: +1
E_LUMO (eV): -4.08
SMILES: CC[C@@]1(C)C=[N+]1C
Spin multiplicity: 1

Last columns: bonded neighbours and bond lengths (Å).
Positions of all 19 atoms, in Å:
1 C -0.71817 1.04512 0.84018  C2 1.488, N7 1.240, H8 1.050
2 C 0.07981 0.36769 -0.21804  C1 1.488, C3 1.520, C6 1.482, N7 1.807
3 C 1.52100 0.77279 -0.48300  C2 1.520, H9 1.098, H10 1.049, H11 1.070
4 C -0.29962 -0.79758 -2.51584  C6 1.538, H12 1.024, H13 1.197, H14 1.189
5 C -0.09483 -0.16675 2.92896  N7 1.422, H15 1.102, H16 1.164, H17 1.195
6 C -0.67937 -0.60571 -1.03810  C2 1.482, C4 1.538, H18 1.095, H19 1.154
7 N -0.08096 0.28002 1.57926  C1 1.240, C2 1.807, C5 1.422
8 H -1.39523 1.80598 1.09423  C1 1.050
9 H 1.87685 1.73663 -0.09509  C3 1.098
10 H 1.46613 0.57104 -1.51092  C3 1.049
11 H 2.25240 0.05578 -0.17271  C3 1.070
12 H 0.67951 -1.01714 -2.71965  C4 1.024
13 H -0.77398 0.08541 -3.17089  C4 1.197
14 H -0.96396 -1.74154 -2.79920  C4 1.189
15 H -0.54129 -1.14977 3.14878  C5 1.102
16 H -0.89234 0.55127 3.38091  C5 1.164
17 H 1.03921 0.06355 3.22553  C5 1.195
18 H -0.71142 -1.61040 -0.60279  C6 1.095
19 H -1.76374 -0.24639 -0.87163  C6 1.154

Which of them is the most stable, and which is the least stable? x and w, in that order.

w.
The following is a quantum chemistry calculation of a gas-phase ion, C6H12N (charge +1), from the Open Molecules 2025 dataset.

Output
Net charge: +1
E_LUMO (eV): -5.28
SMILES: C=C/C=[NH+]/C(C)C
Spin multiplicity: 1

Last columns: bonded neighbours and bond lengths (Å).
Positions of all 19 atoms, in Å:
1 C 1.19691 -0.69019 -2.36840  C2 1.420, C3 1.332, H8 1.075
2 C 1.40756 -0.36902 -1.00183  C1 1.420, N7 1.280, H9 1.081
3 C -0.10371 -0.80391 -2.63337  C1 1.332, H10 1.075, H11 1.084
4 C 0.13579 -0.72755 1.73616  C6 1.530, H12 1.086, H13 1.087, H14 1.086
5 C -1.07140 1.37983 1.05432  C6 1.522, H15 1.088, H16 1.088, H17 1.085
6 C 0.20603 0.56384 0.91802  C4 1.530, C5 1.522, N7 1.466, H18 1.096
7 N 0.40392 0.24664 -0.49940  C2 1.280, C6 1.466, H19 1.014
8 H 1.98044 -0.80957 -3.09427  C1 1.075
9 H 2.26641 -0.64482 -0.40686  C2 1.081
10 H -0.90220 -0.91518 -1.92267  C3 1.075
11 H -0.41862 -0.98994 -3.65388  C3 1.084
12 H 0.02533 -0.48454 2.78887  C4 1.086
13 H -0.72310 -1.32337 1.43856  C4 1.087
14 H 1.03409 -1.32619 1.61899  C4 1.086
15 H -1.94020 0.78362 0.78446  C5 1.088
16 H -1.04258 2.27283 0.43411  C5 1.088
17 H -1.19644 1.69939 2.08368  C5 1.085
18 H 1.06363 1.15670 1.25764  C6 1.096
19 H -0.32446 0.61763 -1.10009  N7 1.014

x.
The following is a quantum chemistry calculation of a gas-phase ion, C6H12N (charge +1), from the Open Molecules 2025 dataset.

Output
Net charge: +1
E_LUMO (eV): -3.76
SMILES: C[C@H]1C[C@H]2C[N@+]21C
Spin multiplicity: 1

Last columns: bonded neighbours and bond lengths (Å).
Positions of all 19 atoms, in Å:
1 C -0.03774 -0.26943 -1.69493  C3 1.548, C4 1.542, H8 1.111, H9 1.117
2 C 0.55596 1.55826 -0.20412  C3 1.504, N7 1.564, H10 1.160, H11 1.070
3 C 1.14430 0.60039 -1.20371  C1 1.548, C2 1.504, N7 1.778, H12 1.046
4 C -0.50285 -0.71180 -0.29240  C1 1.542, C5 1.491, N7 1.482, H13 1.026
5 C -1.85952 -0.33809 0.19898  C4 1.491, H14 1.040, H15 1.153, H16 1.167
6 C 1.23913 -0.39525 1.50171  N7 1.416, H17 1.056, H18 1.109, H19 1.186
7 N 0.52399 0.11108 0.38926  C2 1.564, C3 1.778, C4 1.482, C6 1.416
8 H -0.78540 0.37344 -2.20791  C1 1.111
9 H 0.14862 -1.08936 -2.43050  C1 1.117
10 H 1.35385 2.19038 0.35119  C2 1.160
11 H -0.41028 1.97657 -0.39502  C2 1.070
12 H 2.09967 0.43723 -1.59783  C3 1.046
13 H -0.26594 -1.68674 -0.07695  C4 1.026
14 H -2.21593 0.59340 -0.09418  C5 1.040
15 H -1.71633 -0.77422 1.25694  C5 1.153
16 H -2.68862 -0.93067 -0.37018  C5 1.167
17 H 1.47528 -1.40714 1.31330  C6 1.056
18 H 2.12984 0.22432 1.73297  C6 1.109
19 H 0.42846 -0.34041 2.36527  C6 1.186

y.
The following is a quantum chemistry calculation of a gas-phase ion, C6H12N (charge +1), from the Open Molecules 2025 dataset.

Output
Net charge: +1
E_LUMO (eV): -3.56
SMILES: C=CC/C(C)=C/[NH3+]
Spin multiplicity: 1

Last columns: bonded neighbours and bond lengths (Å).
Positions of all 19 atoms, in Å:
1 C -0.46841 -0.00565 -0.09270  C2 1.539, C3 1.570, C4 1.340
2 C 0.39751 1.26625 -0.10047  C1 1.539, H8 1.090, H9 1.131, H14 1.086
3 C 0.01697 -1.03864 0.98609  C1 1.570, C5 1.712, H10 1.122, H11 1.170
4 C -1.63131 0.14410 -0.74099  C1 1.340, N7 1.420, H12 0.990
5 C 1.50926 -1.83941 1.23964  C3 1.712, C6 1.324, H13 1.010
6 C 2.56916 -1.67630 0.46348  C5 1.324, H15 1.024, H16 1.078
7 N -1.90358 1.43164 -1.27441  C4 1.420, H17 1.054, H18 0.980, H19 1.001
8 H 1.44504 1.14314 0.17401  C2 1.090
9 H -0.11866 1.96649 0.62190  C2 1.131
10 H -0.26261 -0.47563 1.91592  C3 1.122
11 H -0.65765 -1.99418 0.99127  C3 1.170
12 H -2.37030 -0.50012 -0.88115  C4 0.990
13 H 1.53507 -2.28898 2.14340  C5 1.010
14 H 0.33950 1.70536 -1.09194  C2 1.086
15 H 2.56789 -1.14232 -0.41059  C6 1.024
16 H 3.54079 -2.04854 0.74495  C6 1.078
17 H -1.24617 2.08390 -0.77173  N7 1.054
18 H -2.83559 1.73392 -1.28440  N7 0.980
19 H -1.63649 1.57823 -2.22788  N7 1.001

z.
The following is a quantum chemistry calculation of a gas-phase ion, C6H12N (charge +1), from the Open Molecules 2025 dataset.

Output
Net charge: +1
E_LUMO (eV): -2.77
SMILES: CC1=C(C)[N+]1(C)C
Spin multiplicity: 1

Last columns: bonded neighbours and bond lengths (Å).
Positions of all 19 atoms, in Å:
1 C -0.64434 -0.86452 0.00119  C2 1.293, C3 1.449, N7 1.487
2 C 0.64899 -0.86005 0.00293  C1 1.293, C4 1.449, N7 1.487
3 C -2.01173 -1.34460 -0.00061  C1 1.449, H8 1.091, H9 1.088, H10 1.091
4 C 2.01797 -1.33572 0.00175  C2 1.449, H11 1.088, H12 1.091, H13 1.091
5 C -0.00546 1.27903 1.22036  N7 1.460, H14 1.090, H15 1.090, H16 1.088
6 C -0.00076 1.27635 -1.22012  N7 1.460, H17 1.090, H18 1.088, H19 1.090
7 N -0.00221 0.47638 0.00097  C1 1.487, C2 1.487, C5 1.460, C6 1.460
8 H -2.54811 -0.97590 0.87444  C3 1.091
9 H -2.01626 -2.43215 0.01122  C3 1.088
10 H -2.53810 -0.99573 -0.88988  C3 1.091
11 H 2.02502 -2.42356 -0.02382  C4 1.088
12 H 2.54270 -0.99679 0.89642  C4 1.091
13 H 2.55460 -0.95432 -0.86819  C4 1.091
14 H 0.88620 1.90464 1.25624  C5 1.090
15 H -0.88621 1.92052 1.24094  C5 1.090
16 H -0.01893 0.62968 2.09365  C5 1.088
17 H 0.89121 1.90162 -1.25411  C6 1.090
18 H -0.01108 0.62493 -2.09195  C6 1.088
19 H -0.88128 1.91797 -1.24550  C6 1.090

Which of them is the most stable, and which is the least stable? w and y, in that order.